C51H51F6IN2O4 | wB97M-V/def2-TZVPD

Multiplicity: 1
Calculated total energy, eV: -89286.323
SMILES string: CCCCC1=C(CCCI)C(=O)C(CNC)=C(ON=O)C1=O.Fc1ccccc1.Fc1ccccc1.Fc1ccccc1.Fc1ccccc1.Fc1ccccc1.Fc1ccccc1
Maximum force, eV Å⁻¹: 0.75
HOMO-LUMO gap, eV: 8.0
Charge: 0

```
115
Properties=species:S:1:pos:R:3:forces:R:3:lowdin_charge:R:1
I 4.8793 -1.0301 0.1087 0.105 -0.198 0.072 0.894
F 2.7412 3.8783 -2.5660 -0.004 0.190 -0.009 0.035
F -7.0892 -0.0669 -2.6144 -0.175 0.034 0.030 0.043
F 6.1471 1.8667 -7.0943 0.004 0.002 -0.015 0.052
F 3.3711 -5.1044 0.9887 0.086 -0.028 -0.083 0.046
F 1.7298 -3.1548 5.2193 0.009 0.112 0.039 0.061
F -0.9355 1.9596 4.2421 0.015 0.021 -0.085 0.052
O -0.9236 -2.4456 0.2067 -0.043 0.313 0.186 0.111
O -3.1297 2.3340 0.1141 -0.162 -0.432 0.166 0.097
O -2.9869 1.2755 -1.8004 0.126 -0.593 -0.308 -0.040
O -0.4313 1.3081 -2.9365 -0.123 0.116 0.281 0.133
N -3.7604 1.9978 -0.7929 -0.024 0.663 -0.013 0.057
N -4.5830 -0.7808 -0.6220 0.173 0.074 0.191 -0.102
C -1.3067 0.1439 7.3350 -0.044 0.134 0.087 -0.077
C -1.9668 0.4898 -1.3281 -0.079 0.032 0.244 -0.169
C 5.0339 1.8709 -3.6609 0.039 -0.067 -0.013 -0.067
C -2.2702 -3.2221 6.0970 -0.024 -0.009 0.001 -0.092
C 3.2710 5.8288 -5.5583 -0.048 -0.042 -0.024 -0.086
C -1.3352 -3.3415 7.1159 -0.016 -0.069 -0.120 -0.103
C 2.3793 5.2104 -6.4241 0.002 -0.008 -0.019 -0.092
C 3.7473 -5.3259 4.5709 -0.040 -0.107 -0.035 -0.090
C -7.1586 1.0960 -6.5410 -0.007 0.001 -0.021 -0.097
C 1.7236 3.6870 -4.6758 -0.077 -0.114 0.046 0.000
C -2.0826 2.5620 6.2028 -0.039 0.097 -0.038 -0.018
C 1.4697 -0.9328 0.9115 -0.140 -0.670 0.047 -0.144
C 2.1558 -2.2534 0.5055 0.481 0.216 0.382 -0.308
C -2.0836 1.0341 8.0639 -0.014 0.014 -0.006 -0.092
C 1.8222 -6.5922 3.8850 0.014 0.056 0.028 -0.082
C 3.3932 5.3875 -4.2480 0.066 0.054 0.088 -0.027
C -2.1228 -0.5248 -0.4687 0.073 0.334 0.019 -0.059
C -1.8478 -3.0794 4.7816 0.010 0.000 0.080 -0.075
C 5.2682 2.3055 -4.9579 -0.013 0.087 -0.054 -0.004
C -4.5167 -1.4197 -1.9365 -0.522 -0.027 0.107 -0.108
C -0.6019 0.8270 -1.8371 0.143 -0.010 -0.261 -0.258
C 0.5389 0.5345 -0.9114 0.015 -0.338 0.298 -0.069
C 4.0062 -4.9876 3.2511 0.061 0.102 -0.013 -0.015
C -0.4940 -3.0509 4.4795 0.031 0.007 -0.109 -0.017
C 6.3383 0.1941 -5.4538 0.048 -0.072 -0.050 -0.019
C -6.2952 1.7138 -5.6462 -0.053 -0.046 -0.015 -0.079
C 1.7807 2.5845 -0.0681 -0.002 0.323 -0.164 -0.178
C 3.1422 -2.0364 -0.6398 -0.675 -0.085 0.284 -0.575
C 2.6599 -6.1284 4.8880 0.041 -0.025 0.067 -0.105
C -2.4708 2.2405 7.4954 0.025 -0.071 0.001 -0.085
C -3.3915 -0.9942 0.1825 -0.035 -0.412 -0.177 -0.172
C 0.6056 3.5744 -0.2190 0.130 0.320 0.391 -0.235
C 2.0585 -6.2471 2.5621 -0.076 -0.041 -0.071 -0.015
C -8.0008 0.0827 -6.1040 0.057 0.053 0.006 -0.086
C 5.9171 1.4540 -5.8295 -0.026 -0.034 0.112 -0.282
C 5.4493 0.6091 -3.2543 -0.085 0.037 0.044 -0.112
C 3.1487 -5.4525 2.2743 -0.085 0.001 0.106 -0.290
C 0.4072 -0.5009 -0.0581 0.148 0.693 -0.254 -0.081
C 0.0229 -3.3224 6.8273 0.054 -0.007 0.084 -0.023
C -7.1175 0.3148 -3.9078 0.054 0.073 -0.108 -0.288
C -1.3132 1.6560 5.5006 -0.050 -0.018 0.117 -0.284
C 1.7553 1.4072 -1.0479 0.089 -0.141 -0.131 -0.139
C -6.2716 1.3268 -4.3142 0.087 0.061 0.053 -0.013
C 0.4163 -3.1735 5.5118 -0.123 -0.037 -0.056 -0.292
C -0.1822 3.7361 1.0836 -0.229 -0.363 -0.163 -0.108
C -0.8750 -1.2658 -0.0868 0.011 -0.184 0.054 -0.264
C -7.9822 -0.3197 -4.7761 -0.066 -0.082 0.032 -0.018
C -0.9172 0.4504 6.0402 0.086 -0.105 -0.070 -0.006
C 6.1010 -0.2251 -4.1517 -0.030 0.046 0.007 -0.081
C 2.6164 4.3235 -3.8385 -0.065 0.054 -0.154 -0.292
C 1.6075 4.1442 -5.9806 0.063 0.056 0.007 -0.070
H 2.6678 0.8200 -0.9214 -0.061 -0.004 0.026 0.065
H 6.8390 -0.4411 -6.1720 0.007 0.021 -0.011 0.116
H 4.8461 -4.3627 2.9775 -0.012 0.003 -0.020 0.119
H -0.0577 3.3052 -1.0444 0.041 -0.106 0.035 0.099
H 2.7209 -2.6270 1.3632 -0.125 -0.011 0.023 0.075
H -4.2348 -0.6808 -2.6866 0.263 -0.180 -0.067 0.071
H 2.2857 5.5587 -7.4438 0.006 -0.001 -0.002 0.101
H 2.4601 -6.3851 5.9199 0.008 -0.006 0.002 0.103
H -2.5745 -2.9908 3.9849 0.011 0.010 -0.015 0.105
H -2.3675 3.4975 5.7408 0.005 -0.012 -0.020 0.117
H -5.3737 -1.1336 -0.1023 -0.052 0.074 -0.035 0.108
H 4.5203 2.5199 -2.9647 0.044 -0.023 -0.004 0.090
H 1.8281 2.2310 0.9665 -0.039 -0.110 -0.068 0.110
H -0.9978 -0.7936 7.7717 0.008 -0.012 0.004 0.085
H -5.5159 -1.7643 -2.1987 0.057 0.011 -0.036 0.071
H -8.6247 -1.1109 -4.4141 0.000 0.012 0.019 0.116
H 2.7074 3.1320 -0.2521 0.057 -0.155 0.085 0.101
H -0.3584 2.7552 1.5304 -0.033 0.005 0.111 0.059
H 1.0153 4.5562 -0.4692 -0.072 -0.071 -0.231 0.102
H 4.0777 5.8553 -3.5529 0.000 -0.023 0.008 0.121
H -2.3882 0.7888 9.0725 0.007 0.002 0.005 0.100
H 0.7698 -3.4202 7.6040 0.015 0.009 -0.017 0.120
H 6.4276 -1.2082 -3.8374 -0.001 -0.009 -0.009 0.104
H -5.6108 1.7953 -3.5965 0.007 -0.036 0.015 0.114
H 4.3920 -4.9532 5.3553 0.022 0.000 -0.009 0.108
H 5.2563 0.2773 -2.2396 0.091 0.102 -0.266 -0.030
H 1.7745 1.7957 -2.0665 -0.013 -0.030 0.039 0.097
H 3.8760 6.6571 -5.9019 0.001 0.011 0.010 0.105
H -7.1750 1.4031 -7.5779 0.002 0.002 -0.002 0.100
H 2.6880 -1.3843 -1.3861 0.279 -0.094 -0.186 0.044
H -3.4912 -0.4904 1.1522 -0.039 0.104 -0.086 0.135
H 1.4275 -3.0292 0.2691 -0.040 0.146 -0.224 0.106
H -1.6635 -3.4488 8.1416 0.014 -0.018 0.009 0.108
H -0.3179 -0.2341 5.4545 0.004 0.009 -0.001 0.109
H 0.9744 -7.2175 4.1313 -0.014 0.004 -0.007 0.106
H -3.2458 -2.0598 0.4107 0.114 0.027 -0.022 0.119
H 0.3675 4.3427 1.8043 -0.014 -0.043 0.021 0.076
H 1.0181 -1.0735 1.8991 -0.071 0.033 -0.078 0.121
H -3.0787 2.9356 8.0590 0.005 0.017 -0.002 0.104
H 1.1358 2.8534 -4.3109 -0.004 0.016 0.029 0.105
H -3.3269 -3.2391 6.3271 -0.002 0.007 0.004 0.104
H 2.2346 -0.1649 1.0277 -0.109 0.084 -0.047 0.067
H 4.9540 3.2859 -5.2934 -0.006 -0.033 -0.027 0.105
H -1.1669 4.1788 0.9219 0.113 0.166 0.002 0.062
H 1.4107 -6.5824 1.7633 0.021 0.005 -0.016 0.118
H -3.8604 -2.2970 -1.9591 0.164 0.116 -0.023 0.090
H 0.9102 3.6628 -6.6529 0.002 -0.020 0.001 0.107
H -5.6344 2.5004 -5.9850 0.003 0.011 0.010 0.106
H 3.4584 -2.9774 -1.0780 0.178 0.106 -0.046 0.045
H -8.6760 -0.3984 -6.7988 -0.002 -0.016 0.002 0.104
H -0.1420 -2.9400 3.4614 0.010 -0.036 0.001 0.111
```
Forces are in eV/Å.